{
  "formula": "C5H6N2O2",
  "method": "ωB97M-V with the def2-TZVPD basis set",
  "e_lumo_ev": 0.7,
  "homo_energy_ev": -9.16,
  "relative_energy_kcal_mol": 112.6,
  "total_charge": 0,
  "e_tot_ev": -12352.7369,
  "symbols": ["H", "N", "C", "N", "H", "C", "H", "O", "H", "H", "O", "C", "C", "H", "C"],
  "xyz": [[-2.20, -1.19, 0.78], [-0.42, 1.58, -0.69], [0.44, -0.72, -0.91], [-2.26, 1.20, 0.54], [-1.55, 3.15, -0.32], [-0.54, 0.33, -0.32], [0.09, -1.61, -1.40], [2.02, -2.31, -0.11], [-3.15, 1.46, 0.96], [2.52, -2.64, 0.77], [1.98, -0.34, 1.04], [1.47, -1.14, 0.19], [-1.44, 2.04, -0.25], [0.91, -0.19, -1.34], [-1.59, -0.03, 0.31]]
}

{
  "formula": "C32H72N9O4P2",
  "method": "ωB97M-V with the def2-TZVPD basis set",
  "e_lumo_ev": -2.9,
  "homo_energy_ev": -9.90,
  "total_charge": 1,
  "e_tot_ev": -74516.1241,
  "symbols": ["H", "H", "C", "H", "H", "H", "H", "H", "C", "H", "C", "H", "O", "C", "N", "C", "N", "H", "C", "H", "C", "C", "H", "C", "H", "H", "H", "H", "H", "H", "H", "H", "H", "H", "N", "H", "H", "H", "H", "H", "H", "H", "C", "H", "H", "H", "H", "C", "H", "N", "H", "C", "C", "H", "C", "C", "H", "H", "H", "N", "H", "H", "H", "H", "H", "H", "C", "H", "C", "C", "H", "P", "C", "N", "H", "H", "H", "N", "C", "H", "H", "H", "H", "H", "O", "C", "C", "H", "N", "C", "H", "C", "C", "H", "H", "C", "H", "C", "O", "P", "N", "C", "C", "H", "C", "H", "H", "H", "O", "H", "H", "H", "H", "C", "H", "H", "C", "H", "H"],
  "xyz": [[9.28, -1.72, -1.84], [2.54, 3.53, 1.20], [-1.62, 3.40, 0.34], [-4.36, -4.89, -4.43], [-4.96, -6.38, -1.45], [-3.10, 1.43, 4.61], [-2.52, 2.95, 0.78], [8.38, -1.29, -0.37], [-0.72, 0.02, 2.47], [-0.71, 7.57, 0.96], [-5.02, -5.30, -1.56], [-3.44, 5.28, 3.30], [5.94, -2.24, -0.60], [-3.67, -0.12, 5.94], [-0.18, 0.56, 0.09], [2.86, 1.36, 1.43], [7.14, -3.16, -3.45], [-4.51, -0.39, -1.17], [-4.39, -3.80, -4.48], [3.06, 1.01, -0.71], [-2.46, 6.60, 1.77], [-0.77, 4.05, 4.88], [7.27, -3.64, -5.46], [6.60, -3.10, -4.80], [9.04, -0.02, -1.38], [7.94, -4.72, -2.24], [-1.79, 4.17, -2.25], [4.50, -0.26, -3.06], [-2.82, 5.62, -1.93], [-1.50, -0.81, 4.86], [7.90, -5.10, -3.96], [-1.35, 2.82, -0.56], [-6.73, -1.86, -1.37], [-2.05, 6.30, 3.89], [-3.68, -4.79, -1.76], [-3.12, -4.81, 0.31], [-2.98, -6.37, -0.51], [-5.38, -3.45, -4.18], [2.59, 3.00, 2.86], [-0.69, 7.47, 2.69], [4.88, -1.16, -4.54], [4.12, 3.08, 1.91], [-2.92, 6.25, 3.23], [1.37, -0.39, -1.06], [-3.40, 4.02, -1.45], [-0.48, 0.47, 5.62], [3.56, -1.64, -1.18], [-1.31, 0.26, 4.94], [3.92, -3.37, -1.10], [-4.73, -2.50, -1.26], [1.82, 2.18, -0.30], [-1.05, 3.21, 4.07], [-2.50, 4.64, -1.57], [3.85, 0.88, 1.49], [-0.95, 6.90, 1.80], [8.57, -1.00, -1.40], [-0.79, 4.93, 5.49], [-0.94, 5.38, -0.32], [-2.40, 1.68, 6.18], [7.31, -0.96, -2.16], [-4.29, -3.53, -5.53], [-6.44, -3.26, -2.33], [-3.60, -1.06, 5.38], [-4.62, -0.39, 7.86], [-2.96, 7.55, 1.55], [3.33, -1.33, -3.83], [-3.60, -0.47, 7.47], [-3.31, -1.51, 7.58], [1.21, 0.09, -0.09], [-4.56, -1.25, -0.50], [-2.07, -3.38, -5.40], [-3.23, -3.09, -2.00], [7.51, -0.21, -3.38], [4.82, -2.34, -2.74], [6.59, -2.09, -5.20], [2.20, 0.86, 2.14], [-0.30, 6.03, 1.68], [-0.97, 0.77, 3.60], [-0.47, 0.86, 1.41], [8.21, -0.70, -4.08], [-3.09, 1.28, 8.12], [6.39, -5.13, -3.02], [-3.60, 7.02, 3.60], [-5.84, -1.68, -2.88], [-0.49, 3.30, 1.26], [-1.87, 4.84, -0.15], [3.05, 2.84, 1.88], [-5.42, -1.10, 0.16], [-0.61, 2.13, 1.95], [3.73, -2.54, -1.78], [-0.72, -1.06, 2.40], [-5.97, -2.33, -2.00], [2.25, 1.22, 0.00], [-3.53, 4.81, 1.22], [-5.66, -5.15, -2.42], [-2.85, -5.30, -0.64], [-1.72, -4.51, -4.08], [-2.94, 5.57, 0.70], [-2.77, 0.38, 8.24], [6.43, -2.43, -2.01], [-3.33, -3.17, -3.72], [-0.89, 2.05, 3.25], [-2.04, -3.48, -4.32], [-0.80, -0.15, -0.27], [4.38, -1.23, -3.58], [1.43, -0.66, 0.69], [-3.67, -1.26, 0.12], [-5.50, -4.90, -0.66], [-2.51, -1.77, -1.89], [5.61, -3.55, -4.89], [2.79, -2.76, -2.30], [6.58, 0.00, -3.89], [7.94, 0.76, -3.15], [7.35, -4.61, -3.16], [-1.27, -2.80, -3.96], [-4.67, 0.27, 5.72], [-2.64, 0.91, 5.45], [-3.65, 6.06, 0.03], [-1.79, -5.12, -0.83]]
}